C27H25Cl5CoN3O3 | wB97M-V/def2-TZVPD

Atoms and positions in Å:
Co 0.2393 0.6203 -0.5952
C 0.5018 -1.1349 3.0955
N -0.7402 -1.1367 2.3518
C -1.2592 -2.4803 2.1028
C -1.1414 -2.9269 0.6578
C 0.2807 -3.0056 0.1026
N 0.6194 -1.8910 -0.7810
C 0.6700 -2.2283 -2.0112
C 0.9815 -1.4005 -3.1659
C 0.8390 -1.9597 -4.4374
C 1.1618 -1.2508 -5.5781
C 1.6620 0.0479 -5.4319
C 1.8270 0.6162 -4.1873
C 1.4777 -0.0898 -3.0160
O 1.6509 0.4398 -1.8445
C -1.7703 -0.3070 2.9465
C -1.3716 1.1269 3.2207
C -0.8149 1.9370 2.0393
N -1.1453 1.4470 0.6955
C -2.1323 2.0390 0.1339
C -2.6743 1.8204 -1.1882
C -3.7215 2.6556 -1.5977
C -4.3275 2.5098 -2.8257
C -3.8713 1.4824 -3.6662
C -2.8506 0.6416 -3.2933
C -2.1998 0.7872 -2.0414
O -1.2489 -0.0137 -1.7032
H 0.8962 -0.1226 3.1802
H 1.2546 -1.7227 2.5728
H 0.3898 -1.5517 4.1144
H -2.3218 -2.4938 2.3653
H -0.7801 -3.2028 2.7810
H -1.7237 -2.2533 0.0228
H -1.6027 -3.9178 0.5843
H 0.3981 -3.9492 -0.4454
H 1.0044 -3.0358 0.9218
H 0.4689 -3.2781 -2.2727
H 0.4621 -2.9754 -4.5186
H 1.0348 -1.6874 -6.5600
H 1.9207 0.6230 -6.3145
H 2.2007 1.6255 -4.0705
H -2.1371 -0.7463 3.8953
H -2.6159 -0.3068 2.2531
H -0.6518 1.1727 4.0414
H -2.2747 1.6194 3.5941
H 0.2676 2.0052 2.1036
H -1.1984 2.9577 2.1401
H -2.6517 2.8174 0.7052
H -4.0467 3.4405 -0.9212
H -5.1245 3.1720 -3.1352
H -4.3309 1.3499 -4.6402
H -2.4895 -0.1397 -3.9507
Cl 4.4381 6.4045 0.8995
C 3.2494 5.2836 0.3212
C 3.2533 3.9583 0.7375
Cl 4.4624 3.4216 1.8589
C 2.3034 3.0625 0.2711
Cl 2.3357 1.4126 0.8300
C 1.2736 3.4279 -0.6466
O 0.3905 2.6426 -1.0835
C 1.3039 4.8055 -1.0387
Cl 0.0626 5.3045 -2.1304
C 2.2546 5.6894 -0.5742
Cl 2.2201 7.3408 -1.1015

Atomic forces in eV per Å
Co -0.04 0.40 0.26
C -0.01 -0.01 0.07
N 0.06 -0.01 0.04
C -0.06 0.08 0.05
C -0.13 -0.03 -0.07
C 0.24 0.08 0.03
N -0.21 -0.23 0.02
C 0.07 0.15 -0.10
C -0.09 -0.28 0.14
C 0.00 0.01 -0.08
C 0.00 0.01 0.07
C 0.02 0.03 0.01
C -0.01 -0.04 -0.12
C 0.11 0.18 0.30
O 0.08 -0.14 -0.42
C -0.03 -0.06 -0.12
C -0.11 0.08 0.07
C 0.04 0.09 -0.18
N 0.02 -0.15 0.09
C -0.24 -0.14 -0.13
C 0.07 0.07 0.24
C -0.07 0.03 -0.10
C 0.10 -0.04 0.08
C -0.02 -0.03 -0.05
C -0.08 0.06 -0.02
C 0.14 -0.20 0.18
O -0.16 0.16 -0.30
H 0.00 0.00 -0.01
H -0.02 -0.02 -0.02
H 0.00 0.02 0.01
H 0.00 -0.04 0.04
H 0.08 -0.01 -0.08
H 0.04 0.03 0.01
H -0.02 0.02 -0.02
H 0.01 -0.04 0.03
H -0.01 0.03 0.00
H 0.02 -0.01 -0.03
H 0.00 0.00 0.01
H 0.00 -0.01 0.00
H 0.00 0.00 0.00
H 0.00 0.00 0.00
H 0.01 0.02 0.01
H 0.01 0.01 0.00
H 0.00 0.01 0.00
H 0.00 -0.01 -0.01
H -0.01 -0.09 0.05
H 0.11 0.04 -0.02
H -0.01 -0.01 0.00
H -0.01 -0.01 0.00
H -0.01 -0.01 -0.01
H 0.00 0.01 0.00
H 0.00 0.00 0.00
Cl -0.06 -0.06 -0.03
C 0.00 0.06 -0.01
C 0.04 -0.09 0.05
Cl -0.05 0.03 -0.05
C 0.04 -0.04 0.07
Cl -0.05 0.00 -0.11
C 0.07 0.00 -0.01
O 0.07 0.06 0.15
C -0.04 -0.08 0.00
Cl 0.04 0.01 0.03
C 0.02 0.16 -0.03
Cl 0.00 -0.07 0.02

The multiplicity is 2. The net charge is -1. For the energy relative to the best compared isomer or geometry (same formula, charge and spin), the calculation gives 6.8 kcal per mole. The gap between HOMO and LUMO (alpha / beta) is 7.22 / 7.27 eV.

Need the Mulliken charges? In units of e they are: Co 0.626; C -1.244; N 1.036; C -1.380; C -0.203; C -1.247; N 0.069; C -0.079; C 0.694; C -0.507; C -0.752; C -0.428; C -0.693; C 0.226; O -0.722; C -1.259; C -1.060; C -0.994; N 1.067; C -0.153; C 0.735; C -0.697; C -0.898; C -0.366; C -0.948; C -0.159; O -0.081; H 0.289; H 0.313; H 0.296; H 0.526; H 0.329; H 0.058; H 0.451; H 0.436; H 0.435; H 0.099; H 0.323; H 0.390; H 0.370; H 0.470; H 0.483; H 0.494; H 0.468; H 0.358; H 0.098; H 0.481; H 0.274; H 0.351; H 0.375; H 0.384; H 0.444; Cl -0.233; C 0.294; C -0.138; Cl -0.228; C 0.871; Cl -0.205; C -0.916; O 0.032; C 0.127; Cl -0.202; C 0.239; Cl -0.218

C21H16BCl5N5O3S4Sr | wB97M-V/def2-TZVPD

Atoms and positions in Å:
Sr -1.3739 1.1753 -0.2751
Cl -1.8212 -6.3368 0.6269
C -2.1981 -4.6502 0.5925
C -1.7385 -3.7978 1.5850
Cl -0.8156 -4.4369 2.8989
C -1.9915 -2.4353 1.5201
Cl -1.4320 -1.3782 2.7574
C -2.6959 -1.8401 0.4484
O -2.8702 -0.5805 0.3555
C -3.1904 -2.7546 -0.5267
Cl -4.1314 -2.0889 -1.8113
C -2.9333 -4.1121 -0.4616
Cl -3.5117 -5.1608 -1.7115
C 3.2416 3.1455 -1.9117
N 2.9493 1.7421 -1.6987
C 3.4573 0.6847 -2.4224
C 2.8840 -0.4284 -1.9270
N 2.0368 -0.0657 -0.9014
B 1.1350 -1.0834 -0.1375
N 0.5299 -2.0680 -1.1779
C 0.6505 -3.4446 -1.1025
C -0.0027 -3.9835 -2.1497
N -0.5404 -2.9317 -2.8682
C -1.3307 -3.0363 -4.0750
C -0.2081 -1.7642 -2.2658
S -0.6495 -0.2132 -2.8417
C 2.0856 1.2713 -0.7640
S 1.3049 2.2930 0.3628
H 3.9564 3.2163 -2.7298
H 3.6659 3.5794 -1.0076
H 2.3296 3.6798 -2.1779
H 4.1470 0.8344 -3.2331
H 2.9811 -1.4541 -2.2360
H 1.7926 -1.7460 0.6292
H 0.2753 -0.4858 0.4604
H 1.1771 -3.9123 -0.2900
H -0.1758 -5.0076 -2.4296
H -1.7445 -4.0404 -4.1300
H -0.7199 -2.8336 -4.9559
H -2.1391 -2.3092 -4.0365
O -4.0070 4.5358 -0.1885
S -2.6203 4.2024 -0.0820
O -2.3093 3.2766 0.9929
N -1.9626 3.6038 -1.4312
C -1.0243 4.3971 -1.9592
S -0.1560 4.0579 -3.3311
C -0.8067 5.6301 -1.1389
C 0.0831 6.6667 -1.3651
C 0.1242 7.7099 -0.4519
C -0.7085 7.7251 0.6655
C -1.6054 6.6886 0.8936
C -1.6201 5.6588 -0.0254
H 0.7202 6.6365 -2.2392
H 0.8162 8.5282 -0.6071
H -0.6569 8.5486 1.3660
H -2.2598 6.6825 1.7546

Atomic forces in eV per Å
Sr -0.10 0.04 -0.09
Cl 0.01 -0.02 0.02
C -0.04 -0.12 -0.13
C 0.07 0.15 0.13
Cl -0.01 -0.01 -0.01
C 0.10 -0.17 0.13
Cl 0.06 0.12 0.12
C -0.09 -0.03 -0.27
O 0.06 0.04 -0.01
C 0.01 0.09 0.03
Cl 0.04 0.02 -0.01
C -0.03 0.00 -0.01
Cl 0.00 0.02 -0.02
C 0.03 -0.07 -0.04
N -0.02 0.00 0.06
C -0.02 0.10 -0.09
C -0.03 -0.13 0.04
N 0.02 -0.03 -0.01
B 0.15 0.00 0.01
N -0.06 -0.19 -0.04
C 0.03 0.16 0.03
C -0.11 -0.11 -0.08
N 0.03 0.04 0.04
C -0.02 0.01 -0.04
C -0.10 0.25 0.06
S 0.06 -0.13 -0.02
C 0.10 0.14 -0.09
S -0.08 0.02 0.10
H 0.01 0.02 0.01
H -0.01 0.02 0.00
H 0.02 0.00 0.04
H 0.01 -0.03 0.00
H 0.02 0.00 0.02
H -0.03 0.02 0.04
H -0.03 -0.05 0.01
H 0.00 0.00 0.00
H 0.01 0.00 0.01
H -0.01 -0.01 0.00
H 0.01 0.00 0.00
H 0.02 -0.02 0.02
O -0.26 0.23 -0.18
S 0.14 0.39 -0.26
O 0.26 -0.37 0.36
N -0.25 -0.39 0.00
C 0.13 -0.15 -0.19
S -0.09 0.09 0.13
C 0.09 0.13 -0.02
C -0.02 -0.02 -0.01
C 0.03 0.04 0.01
C -0.06 -0.05 0.04
C 0.07 0.03 -0.04
C -0.11 -0.07 0.20
H 0.00 0.00 0.00
H 0.00 0.00 0.00
H 0.02 0.01 -0.01
H 0.00 0.01 0.01

The net charge is -1. For the energy relative to the best compared isomer or geometry (same formula, charge and spin), the calculation gives 0.0 kcal per mole. The gap between HOMO and LUMO is 7.39 eV.

Need the Mulliken charges? In units of e they are: Sr 1.548; Cl -0.214; C 0.273; C -0.044; Cl -0.201; C 0.625; Cl -0.169; C -0.297; O -1.204; C 0.550; Cl -0.161; C -0.068; Cl -0.154; C -0.765; N 0.262; C -0.413; C -0.658; N 0.372; B 0.167; N 0.897; C -1.064; C -0.331; N 0.356; C -1.042; C -0.438; S -0.232; C -0.303; S -0.437; H 0.290; H 0.305; H 0.147; H 0.420; H 0.468; H -0.198; H -0.353; H 0.517; H 0.504; H 0.354; H 0.305; H 0.359; O -0.681; S 1.298; O -0.763; N -0.771; C 0.451; S -0.356; C 0.393; C -0.593; C -0.522; C -0.420; C -0.758; C 0.118; H 0.425; H 0.374; H 0.379; H 0.452

Q: Which of these has the highest energy relative to the best compared isomer or geometry (same formula, charge and spin)?
A: C27H25Cl5CoN3O3